Here is an isolated molecule of C27H30N4O6 from OMol25. Energies are from ωB97M-V/def2-TZVPD.

Summary:
strongest force on any atom	0.989	eV/Å
LUMO level	0.000	hartree
SMILES string	CCOC(=O)c1ccc(NC(=O)c2nc[nH]c2C(=O)N[C@@H](CC(C)C)C(=O)OCc2ccccc2)cc1

Positions of all 67 atoms, in Å:
C1 -9.818 -2.016 1.156
C2 -9.078 -2.188 -0.163
O1 -7.782 -1.593 -0.117
C3 -7.714 -0.273 -0.346
O2 -8.677 0.410 -0.604
C4 -6.330 0.243 -0.261
C5 -6.112 1.598 -0.512
C6 -4.841 2.122 -0.446
C7 -3.757 1.301 -0.125
N1 -2.498 1.886 -0.078
C8 -1.293 1.337 0.208
O3 -1.103 0.165 0.509
C9 -0.221 2.339 0.116
N2 -0.536 3.635 -0.195
C10 0.589 4.293 -0.207
N3 1.633 3.492 0.083
C11 1.151 2.235 0.295
C12 2.130 1.174 0.616
O4 3.314 1.465 0.742
N4 1.631 -0.056 0.764
C13 2.525 -1.168 0.973
C14 1.764 -2.491 1.120
C15 1.362 -3.179 -0.192
C16 0.462 -2.306 -1.062
C17 0.657 -4.494 0.140
C18 3.534 -1.216 -0.179
O5 3.333 -0.776 -1.278
O6 4.649 -1.825 0.212
C19 5.728 -1.893 -0.721
C20 6.810 -0.897 -0.391
C21 6.489 0.378 0.058
C22 7.496 1.285 0.339
C23 8.824 0.934 0.169
C24 9.146 -0.334 -0.282
C25 8.144 -1.247 -0.556
C26 -3.973 -0.053 0.130
C27 -5.249 -0.573 0.061
H1 -9.998 -0.961 1.344
H2 -9.230 -2.426 1.974
H3 -10.772 -2.534 1.109
H4 -9.649 -1.731 -0.978
H5 -8.898 -3.243 -0.380
H6 -6.959 2.220 -0.759
H7 -4.673 3.171 -0.643
H8 -2.445 2.878 -0.294
H9 0.678 5.339 -0.420
H10 2.619 3.706 0.144
H11 0.629 -0.215 0.639
H12 3.109 -0.983 1.886
H13 0.867 -2.296 1.712
H14 2.398 -3.177 1.685
H15 2.273 -3.409 -0.757
H16 -0.405 -1.966 -0.502
H17 1.006 -1.442 -1.433
H18 0.113 -2.875 -1.921
H19 1.293 -5.134 0.748
H20 -0.262 -4.300 0.688
H21 0.405 -5.030 -0.772
H22 5.332 -1.698 -1.726
H23 6.115 -2.915 -0.673
H24 5.458 0.666 0.194
H25 7.237 2.273 0.692
H26 9.606 1.646 0.387
H27 10.180 -0.616 -0.416
H28 8.398 -2.239 -0.904
H29 -3.138 -0.686 0.379
H30 -5.415 -1.621 0.256

Forces on atoms 1 to 3 (eV/Å):
0.31 0.07 -0.27
-0.59 -0.06 0.00
0.33 0.01 0.08


Here is a structure of composition C27H30N5O5SeZr from OMol25. Energies are from ωB97M-V/def2-TZVPD.

Summary:
strongest force on any atom	0.227	eV/Å
LUMO level	-0.186	hartree
total charge	+1

Positions of all 69 atoms, in Å:
Zr1 0.161 -0.262 1.089
N1 2.520 -0.417 0.690
C1 3.350 -0.167 1.881
C2 2.629 -0.809 3.055
O1 3.236 -1.321 3.974
N2 1.279 -0.763 2.888
C3 0.539 -1.780 3.612
C4 -0.012 -2.780 2.590
O2 -0.426 -3.874 2.833
O3 -0.061 -2.228 1.357
H1 2.603 -1.394 0.411
H2 2.822 0.113 -0.121
H3 3.442 0.909 2.035
H4 4.350 -0.590 1.804
H5 -0.329 -1.372 4.147
H6 1.163 -2.284 4.350
C5 -1.197 2.322 -1.062
O4 -1.442 1.544 0.117
C6 -2.843 1.355 0.293
C7 -3.046 0.534 1.534
O5 -2.170 -0.598 1.466
C8 -2.847 -1.876 1.632
H7 -1.522 1.776 -1.950
H8 -0.131 2.496 -1.132
H9 -1.732 3.270 -0.984
H10 -3.257 0.848 -0.585
H11 -3.341 2.324 0.395
H12 -4.082 0.205 1.599
H13 -2.814 1.109 2.428
H14 -3.822 -1.819 1.152
H15 -2.960 -2.091 2.695
H16 -2.237 -2.636 1.161
Se1 2.249 3.534 0.753
N3 1.814 4.420 2.220
C9 0.937 3.695 2.881
C10 0.338 3.994 4.143
C11 -0.510 3.071 4.656
C12 -0.806 1.863 3.943
N4 -0.307 1.556 2.781
C13 0.580 2.453 2.260
N5 1.174 2.156 1.129
H17 0.579 4.918 4.651
H18 -0.990 3.216 5.614
H19 -1.492 1.152 4.391
C14 1.687 0.581 -6.207
C15 2.646 1.089 -5.344
C16 2.454 1.005 -3.975
C17 1.317 0.396 -3.439
C18 0.354 -0.100 -4.320
C19 0.540 -0.006 -5.690
C20 1.178 0.357 -1.969
C21 0.460 -0.440 -1.167
C22 -0.272 -1.623 -1.693
C23 0.436 -2.707 -2.218
C24 -0.228 -3.834 -2.671
C25 -1.615 -3.905 -2.612
C26 -2.330 -2.837 -2.096
C27 -1.662 -1.710 -1.632
H20 1.827 0.647 -7.278
H21 3.541 1.555 -5.735
H22 3.205 1.412 -3.305
H23 -0.548 -0.558 -3.938
H24 -0.217 -0.393 -6.359
H25 1.759 1.159 -1.496
H26 1.516 -2.654 -2.280
H27 0.338 -4.662 -3.077
H28 -2.130 -4.787 -2.968
H29 -3.412 -2.879 -2.057
H30 -2.235 -0.875 -1.248

Forces on atoms 1 to 3 (eV/Å):
0.16 -0.12 -0.10
-0.12 0.06 -0.04
0.01 -0.05 -0.02


Here is a structure of composition C27H30N6O4S5Se2Ti from OMol25. Energies are from ωB97M-V/def2-TZVPD.

Summary:
strongest force on any atom	1.400	eV/Å
LUMO level	0.142	hartree
total charge	-2

Positions of all 75 atoms, in Å:
Ti1 0.594 -1.624 0.351
S1 -1.172 -2.922 -0.774
C1 -0.179 -4.282 -0.464
S2 1.399 -3.955 0.049
C2 -0.656 -5.560 -0.572
C3 -2.017 -5.827 -0.901
N1 -3.140 -6.043 -1.086
C4 0.179 -6.728 -0.447
N2 0.766 -7.726 -0.412
O1 6.278 -2.512 -0.974
C5 6.003 -1.158 -0.686
C6 4.543 -1.023 -0.311
C7 4.355 0.461 0.034
O2 4.813 0.787 1.345
C8 4.299 -1.933 0.908
Se1 2.629 -1.540 1.907
C9 3.661 -1.432 -1.502
Se2 1.865 -0.710 -1.570
H1 7.192 -2.585 -1.254
H2 6.112 -0.590 -1.631
H3 6.638 -0.726 0.114
H4 3.353 0.764 -0.145
H5 4.985 1.050 -0.639
H6 4.193 0.371 1.958
H7 5.081 -1.798 1.681
H8 4.307 -2.974 0.599
H9 3.559 -2.515 -1.557
H10 4.154 -1.086 -2.437
N3 -4.281 -1.113 2.656
C10 -3.843 -1.922 3.662
O3 -4.457 -2.115 4.697
C11 -2.484 -2.566 3.437
C12 -2.149 -3.736 4.112
C13 -0.949 -4.330 3.785
C14 -0.102 -3.710 2.876
N4 -0.381 -2.561 2.287
C15 -1.564 -2.016 2.563
H11 -5.235 -0.839 2.725
H12 -3.849 -1.133 1.750
H13 -2.857 -4.132 4.806
H14 -0.665 -5.277 4.255
H15 0.885 -4.086 2.686
H16 -1.759 -1.075 2.067
S3 -4.292 3.179 -6.202
C16 -3.588 2.691 -4.760
S4 -3.505 1.014 -4.327
C17 -2.646 1.331 -2.829
N5 -2.468 2.615 -2.712
N6 -2.980 3.371 -3.741
C18 -2.664 4.756 -3.704
C19 -3.127 5.644 -4.679
C20 -2.779 6.986 -4.562
C21 -1.974 7.477 -3.549
C22 -1.559 6.578 -2.572
C23 -1.871 5.228 -2.666
S5 -2.147 0.051 -1.874
H17 -3.793 5.291 -5.430
H18 -3.140 7.668 -5.333
H19 -1.659 8.518 -3.508
H20 -0.956 6.892 -1.744
H21 -1.542 4.504 -1.941
C24 0.873 2.023 1.175
C25 -0.232 1.123 1.687
C26 -1.601 1.717 1.378
C27 -0.023 0.897 3.190
O4 -0.159 -0.138 0.959
H22 0.889 3.019 1.663
H23 0.787 2.157 0.102
H24 1.843 1.578 1.418
H25 -1.634 2.781 1.622
H26 -2.389 1.262 1.978
H27 -1.855 1.610 0.317
H28 0.084 1.886 3.661
H29 0.863 0.304 3.374
H30 -0.860 0.414 3.660

Forces on atoms 1 to 3 (eV/Å):
0.28 0.00 -0.20
-0.11 0.58 0.11
-0.15 -0.11 -0.05


no.,Kohn-Sham gap (eV)
1,8.747
2,5.473
3,6.481